A molecular structure, C3H4Br2N2S at a distorted geometry, computed with ωB97M-V/def2-TZVPD.

```
12
Properties=species:S:1:pos:R:3
C 0.800 0.622 0.071
C 2.181 0.168 0.474
C -0.223 -0.365 0.646
N 2.639 0.843 1.625
N 2.140 1.941 1.844
S 0.850 2.323 0.961
Br 2.489 -1.770 0.737
Br 3.466 0.696 -0.995
H 0.797 0.927 -0.968
H -0.160 -0.428 1.668
H -0.219 -1.388 0.286
H -1.186 -0.032 0.553
```

Orbital gap = 0.3405 Eh
Relative energy (zero: lowest compared OMol25 entry of this formula, charge and spin) = 0.1008 eV

Atomic partial charges in e from the Löwdin method, atoms 1 to 4: atom 1 (C): -0.568, atom 2 (C): -1.226, atom 3 (C): -0.146, atom 4 (N): -0.175